[1]
Molecular formula: C4H11NO4
Method: DFT, wB97M-V/def2-TZVPD

```
20
Properties=species:S:1:pos:R:3:forces:R:3
C -0.8033 -1.2360 0.3369 -2.06 2.69 0.13
C -1.0478 0.3947 0.0587 0.47 -3.33 0.47
O -1.0260 1.0041 1.3088 0.07 0.44 0.31
O -0.1712 0.9816 -0.7841 1.78 -0.73 -1.41
O -2.3571 0.3824 -0.4666 -0.22 0.18 -0.24
N -2.8037 1.6433 -0.9466 0.14 -0.01 -0.06
H -0.8210 -1.7884 -0.5968 0.50 -0.06 0.08
H -0.0803 -1.4659 1.1130 0.54 0.10 -0.45
H -1.7548 -1.4334 0.8246 -0.16 -0.37 0.04
H -0.7287 1.9170 1.2034 0.03 -0.11 -0.11
H 0.4969 0.2685 -1.2565 -1.66 1.86 1.28
H -2.8597 2.2752 -0.1484 0.07 -0.12 0.02
H -2.0767 1.9950 -1.5733 -0.07 -0.11 0.17
C 2.4243 -0.3447 0.6537 -0.79 -0.01 0.32
C 2.0038 -1.2092 -0.4900 1.58 1.14 -1.70
O 1.5041 -0.7731 -1.5286 0.22 -1.11 1.12
H 1.8141 0.5552 0.7021 0.06 0.01 0.00
H 3.4731 -0.0635 0.5147 -0.05 -0.17 -0.16
H 2.3458 -0.8966 1.5886 0.08 0.01 0.09
H 2.4683 -2.2060 -0.5139 -0.53 -0.30 0.09
```
Forces are in eV/Å.

Calculated values
HOMO-LUMO gap   9.5826 eV
LUMO level   0.1 eV
SMILES string   CC(O)(O)ON.CC=O

***

[2]
Molecular formula: C4H11NO4S
Method: DFT, wB97M-V/def2-TZVPD

```
21
Properties=species:S:1:pos:R:3:forces:R:3
C -0.4586 0.4226 2.4535 -0.32 -2.29 2.26
C 0.0022 0.9251 1.0876 0.38 -2.29 0.08
C -0.7588 0.3219 -0.0749 4.11 -2.50 -0.75
C -0.1766 -1.3180 -0.2949 -2.86 4.62 0.43
N 1.2614 -1.2822 -0.5552 -2.12 -0.53 -0.30
O -0.4668 0.3302 -2.7384 -0.38 1.18 1.85
O -0.7321 2.5518 -1.5578 -0.16 -0.17 0.04
O 1.3548 1.3095 -1.5195 -0.88 0.87 0.54
O -0.8426 -1.8893 -1.3249 0.89 0.11 -2.72
S -0.2281 1.2229 -1.5654 -0.71 -1.21 -2.76
H -0.5671 -0.7336 2.6354 0.63 1.77 -1.17
H -1.4468 0.6897 2.8876 0.43 0.72 -1.00
H 0.2528 0.6649 3.2674 -0.15 0.23 -0.64
H 1.0689 0.5564 0.8586 -1.07 0.75 1.02
H -0.0092 1.9738 0.9910 0.10 1.37 0.24
H -1.7954 0.2819 -0.0854 -1.98 0.15 0.09
H -0.3576 -1.9358 0.5593 0.08 0.05 0.75
H 1.5262 -1.1491 -1.5136 0.75 0.61 -1.73
H 1.6201 -2.1904 -0.3152 1.86 -2.40 1.26
H 1.5639 0.5374 -0.9883 1.33 -0.28 0.30
H -0.8106 -1.2896 -2.2068 0.06 -0.74 2.20
```
Forces are in eV/Å.

Calculated values
HOMO-LUMO gap (spin up / spin down)   4.0784 / 6.5916 eV
⟨S²⟩   2.008
LUMO level (spin up / spin down)   0.5 / -5.3 eV
2S+1   3

***

The following ΔE to the lowest compared entry with this formula, charge and spin values (in eV) correspond, in order, to the records above: 3.226, 2.037.